[1]
# C41H50F4FeN4PSSb2

A structure of composition C41H50F4FeN4PSSb2 (the ωB97M-V functional and the def2-TZVPD basis, the Open Molecules 2025 dataset).

```
104
Properties=species:S:1:pos:R:3
Fe 0.86144 0.92956 1.66397
C 1.29027 3.07570 3.92461
N 0.34298 1.98391 3.68933
C 0.28079 1.11162 4.86974
C -1.03733 2.49470 3.42321
C -1.76816 1.52441 2.49158
N -1.01361 1.48777 1.22730
C -1.31607 2.51874 0.36107
C -0.28320 3.31657 -0.13811
F 0.98889 3.02994 0.28009
C -0.47226 4.37348 -0.99976
F 0.59801 5.08004 -1.40196
C -1.73985 4.69631 -1.44166
C -2.78489 3.93079 -0.96218
F -4.02952 4.20266 -1.36487
C -2.59422 2.87277 -0.08903
F -3.67176 2.18889 0.32341
H 1.01347 3.67220 4.80216
H 1.32055 3.72723 3.05146
H 2.28717 2.65889 4.08349
H 1.26750 0.71033 5.10085
H -0.07437 1.66706 5.74519
H -0.40650 0.28544 4.68842
H -0.96270 3.46389 2.92596
H -1.56354 2.64714 4.37171
H -2.81036 1.81213 2.34763
H -1.79688 0.52312 2.93323
H -1.91471 5.50923 -2.13026
C 0.93886 -1.11456 -1.23264
C 0.20044 -2.31792 -0.65634
C -0.78814 -1.99988 0.44888
Sb -2.61405 -1.00107 -0.17872
C -3.21849 -2.77141 -1.23329
C -3.33118 -2.72130 -2.61964
C -3.64247 -3.86197 -3.34968
C -3.85452 -5.06444 -2.69388
C -3.75702 -5.12315 -1.30948
C -3.43951 -3.98319 -0.58595
C -3.64127 -1.39277 1.67415
C -3.06433 -1.97425 2.79938
C -3.78819 -2.13204 3.97448
C -5.10765 -1.71019 4.04078
C -5.69561 -1.12327 2.92910
C -4.96285 -0.95880 1.76250
Sb -0.11634 -0.14118 -2.84788
C 1.35325 1.39424 -3.17602
C 2.71259 1.09869 -3.27602
C 3.62416 2.07477 -3.64996
C 3.19067 3.37137 -3.90683
C 1.84600 3.68600 -3.78016
C 0.93318 2.69731 -3.42590
C 0.65192 -1.41970 -4.39178
C 0.46793 -1.01039 -5.70995
C 0.92542 -1.78260 -6.76596
C 1.56379 -2.98917 -6.51689
C 1.74146 -3.41481 -5.20978
C 1.28914 -2.63335 -4.15395
H 1.90834 -1.41061 -1.63976
H 1.17394 -0.34641 -0.48034
H 0.93006 -3.03939 -0.27210
H -0.31997 -2.86608 -1.45121
H -0.31818 -1.42206 1.26207
H -1.13821 -2.93821 0.88745
H -3.17296 -1.78479 -3.14501
H -3.71946 -3.80875 -4.42812
H -4.10010 -5.95447 -3.25827
H -3.93132 -6.05876 -0.79348
H -3.37872 -4.04134 0.49634
H -2.03822 -2.32543 2.77489
H -3.32362 -2.59554 4.83626
H -5.67635 -1.84113 4.95193
H -6.72457 -0.79025 2.97106
H -5.43642 -0.48590 0.90813
H 3.06395 0.08643 -3.11153
H 4.67196 1.82106 -3.75631
H 3.89801 4.13033 -4.21780
H 1.50127 4.69217 -3.98365
H -0.12019 2.94946 -3.35770
H -0.03415 -0.07209 -5.92515
H 0.77844 -1.44602 -7.78405
H 1.91716 -3.59640 -7.33955
H 2.23003 -4.35955 -5.00845
H 1.43654 -2.99463 -3.14355
N 3.55223 3.65856 -0.31676
C 4.12549 2.73608 0.43519
N 5.34642 2.98492 0.92329
S 3.39661 1.24036 0.80526
H 4.03186 4.50448 -0.57883
H 2.68228 3.45538 -0.77376
H 5.88258 3.78968 0.64384
H 5.79476 2.27461 1.47453
C 1.25260 -2.25479 3.71931
P 2.19324 -0.99575 2.78764
C 3.15619 -2.04718 1.64669
C 3.50266 -0.48764 3.96101
H 1.93552 -2.99335 4.14202
H 0.57034 -2.76222 3.03696
H 0.67005 -1.80818 4.52827
H 3.68471 -2.81235 2.21819
H 3.88197 -1.45007 1.09717
H 2.49340 -2.53434 0.93792
H 4.15296 -1.34052 4.16229
H 3.09594 -0.14486 4.91042
H 4.09258 0.31002 3.51213
```

Summary:
multiplicity	5
lowest unoccupied orbital energy (alpha / beta)	-0.07582 / -0.09208	Ha
E	-4694.33456	Ha
energy above the lowest of the compared OMol25 structures with the same formula, charge and spin	44.9	kJ/mol
HOMO (alpha / beta)	-9.728 / -9.750	eV
molar mass	1037.28	g mol⁻¹
charge	+1
⟨S²⟩	6.011
gap between HOMO and LUMO (alpha / beta)	7.67 / 7.24	eV

=====

[2]
# C41H50N5O6S3SeV

A structure of composition C41H50N5O6S3SeV at a distorted geometry (the ωB97M-V functional and the def2-TZVPD basis, the Open Molecules 2025 dataset).

```
107
Properties=species:S:1:pos:R:3
V -0.30826 1.94787 1.23510
C -1.54106 2.95332 -5.06885
C -2.32618 3.80415 -4.06628
C -3.77527 3.33194 -3.91758
C -3.95859 2.30534 -2.80161
N -3.86614 0.93527 -3.31394
C -2.94652 -0.02946 -2.87028
Se -1.65251 0.19966 -1.55769
N -3.30544 -1.21836 -3.46971
C -2.54876 -2.47755 -3.18025
C -2.65289 -3.68094 -4.11808
C -1.75727 -4.84709 -3.57828
C -2.55454 -6.03532 -3.05340
C -4.50359 -1.02556 -4.24800
C -5.26284 -1.88227 -5.04871
C -6.40745 -1.36471 -5.66994
C -6.72760 0.01286 -5.61133
C -5.91251 0.87637 -4.86342
C -4.84157 0.32722 -4.12159
H -0.66588 3.52666 -5.34461
H -2.06494 2.69795 -6.00205
H -1.20406 1.98050 -4.63249
H -2.34841 4.86405 -4.33668
H -1.83898 3.79865 -3.08182
H -4.14445 2.94238 -4.89584
H -4.43416 4.14250 -3.73106
H -4.94967 2.44830 -2.35191
H -3.19502 2.38556 -2.02007
H -2.78346 -2.77581 -2.14360
H -1.47065 -2.18332 -3.12282
H -2.34367 -3.28223 -5.12808
H -3.69879 -4.08356 -4.28877
H -1.08893 -4.52083 -2.79069
H -0.99182 -5.11118 -4.33945
H -3.12042 -5.76265 -2.12809
H -1.94000 -6.93042 -2.77061
H -3.28393 -6.32954 -3.84069
H -4.86839 -2.88632 -5.25827
H -6.98225 -2.06983 -6.26291
H -7.58174 0.48689 -6.14587
H -6.08163 1.95700 -4.92927
C 4.56446 3.59431 6.02947
C 3.40104 3.52571 5.05999
C 3.70640 3.86668 3.61736
N 2.63969 3.32984 2.75007
C 2.85568 3.15709 1.44081
S 1.57248 3.19582 0.26346
N 4.13245 3.11071 0.85600
C 5.22021 2.32041 1.23507
O 5.33010 1.73151 2.30055
C 6.23405 2.18433 0.14215
C 6.38130 3.05481 -0.93365
C 7.41894 2.87623 -1.85706
C 8.27348 1.79640 -1.75721
C 8.03743 0.82671 -0.73075
C 7.09614 1.06163 0.22309
H 4.27666 3.12806 6.99644
H 4.88127 4.58164 6.28398
H 5.46201 3.01902 5.71540
H 2.59004 4.21054 5.34018
H 3.03620 2.48738 5.09027
H 4.61651 3.36181 3.28517
H 3.85419 4.95107 3.42771
H 1.67829 3.49207 3.06971
H 4.08060 3.21333 -0.17112
H 5.74339 3.93016 -1.04580
H 7.51732 3.66136 -2.62444
H 9.14704 1.71819 -2.38664
H 8.64595 -0.07166 -0.65903
H 6.97147 0.39040 1.07268
O -1.71084 0.95386 2.45288
S -1.98449 2.41160 2.79183
O -3.10870 2.57092 3.70140
O -0.62248 2.89693 3.22870
S -2.26865 3.19977 0.83797
C -4.29111 -2.21080 3.00489
C -2.82795 -2.62591 2.75174
C -2.55750 -3.69018 1.93218
C -1.36835 -4.35296 2.04308
C -0.31690 -3.84961 2.80500
C -0.46851 -2.60492 3.43190
N 0.54143 -1.74753 3.78913
C 1.88879 -1.82634 3.35694
C 2.77497 -2.59412 4.12036
C 4.06546 -2.79920 3.65906
C 4.41678 -2.51057 2.30666
C 3.44405 -1.96167 1.48215
C 2.24197 -1.51425 2.01851
C 1.23785 -0.67937 1.23010
O 0.83740 0.43268 1.81654
O 0.87323 -1.00793 0.08258
C -1.80935 -2.10529 3.59408
C -2.15079 -1.16209 4.69019
H -4.89870 -2.78327 2.31368
H -4.43957 -1.13800 2.81997
H -4.62031 -2.39719 4.04390
H -3.38630 -4.06333 1.33537
H -1.19031 -5.30684 1.54625
H 0.62580 -4.38945 2.84461
H 0.21811 -0.76752 3.92249
H 2.40535 -2.99002 5.07098
H 4.83828 -3.15026 4.38104
H 5.40771 -2.71689 1.98999
H 3.53274 -1.89552 0.43390
H -1.34667 -0.50287 5.01396
H -2.40599 -1.72334 5.56507
H -3.01101 -0.53153 4.42659
```

Summary:
multiplicity	4
lowest unoccupied orbital energy (alpha / beta)	0.05600 / 0.05597	Ha
E	-6857.69889	Ha
energy above the lowest of the compared OMol25 structures with the same formula, charge and spin	11.8	kJ/mol
HOMO (alpha / beta)	-3.875 / -4.562	eV
molar mass	934.98	g mol⁻¹
charge	-1
⟨S²⟩	3.760
gap between HOMO and LUMO (alpha / beta)	5.40 / 6.09	eV